1.
Molecular formula: C22H16F2IN5O
Method: DFT, ωB97M-V/def2-TZVPD

XYZ file:
```
47
Properties=species:S:1:pos:R:3:nbo_charge:R:1
C -3.2317 -5.0706 -1.5755 -0.61
C -1.7073 -5.1553 -1.6449 -0.15
C -1.0294 -6.4576 -1.2994 -0.59
C -1.0945 -4.7110 -2.9766 0.70
O -0.8212 -5.4236 -3.8991 -0.55
N -0.3839 -3.4753 -2.8729 -0.60
C -0.5600 -3.0451 -1.6269 0.40
N -0.0548 -1.8933 -1.2861 -0.47
C -0.2869 -1.5083 0.0010 0.60
N 0.1258 -0.1501 0.3253 -0.23
N 1.0009 0.5981 -0.4843 -0.21
C 1.1817 1.8266 -0.0897 0.17
C 2.0921 2.6792 -0.9449 -0.45
C 2.2596 4.0900 -0.3825 -0.06
C 3.0485 4.3638 0.6453 -0.22
C 3.1034 5.6008 1.2883 -0.23
C 2.1766 6.5537 0.9331 -0.19
C 1.3120 6.2597 -0.1680 -0.31
C 1.2959 5.1092 -0.8622 0.41
F 0.6726 4.9735 -1.9958 -0.30
C 0.4149 1.9012 1.1257 -0.04
C 0.2112 2.9600 2.0271 -0.25
C -0.5102 2.7424 3.1945 0.36
F -0.7727 3.8541 3.9758 -0.34
C -1.0094 1.4984 3.4986 -0.26
C -0.9366 0.4544 2.5657 -0.22
C -0.1563 0.6281 1.4497 0.13
N -0.9026 -2.2886 0.8743 -0.56
C -1.3834 -3.4919 0.5211 0.20
I -2.3568 -4.5594 2.1562 0.14
C -1.2938 -3.9237 -0.8471 -0.18
H -3.6583 -5.5754 -0.6243 0.24
H -3.6123 -4.0323 -1.6041 0.23
H -3.7971 -5.6086 -2.4491 0.23
H -1.4985 -7.2443 -1.9374 0.23
H -1.2954 -6.5996 -0.2296 0.22
H -0.0108 -6.4581 -1.4661 0.22
H 0.3190 -3.1212 -3.5170 0.44
H 3.0695 2.2906 -0.7747 0.24
H 1.8297 2.7127 -2.0182 0.25
H 3.6609 3.4788 0.9055 0.22
H 3.8943 5.8501 1.9866 0.22
H 2.2137 7.5584 1.5654 0.23
H 0.7452 7.0936 -0.5073 0.22
H 0.5570 3.9865 1.9119 0.24
H -1.5878 1.2732 4.3612 0.23
H -1.2329 -0.5438 2.7714 0.24
```

As for the spin multiplicity: 1. For the HOMO-LUMO gap, the calculation gives 8.45 eV. The charge is 0. The calculation puts the LUMO energy at 0.0 eV. Its HOMO energy is -8.452 eV.

2.
Molecular formula: C2H4Cl3NS
Method: DFT, ωB97M-V/def2-TZVPD

XYZ file:
```
11
Properties=species:S:1:pos:R:3:nbo_charge:R:1
C 0.1961 0.6056 0.3962 -0.46
C 1.2412 0.3909 -2.1334 -0.06
N 0.2667 -0.3754 -0.6808 -0.60
S 0.7694 -1.9835 -0.2914 0.19
Cl 1.3115 -0.8321 -3.2763 0.12
Cl 0.3658 1.8697 -2.7182 0.02
Cl 2.7788 0.8941 -1.4487 0.04
H -0.5930 1.2844 0.0492 0.21
H -0.1919 0.1661 1.4073 0.23
H 1.2174 1.1747 0.5669 0.19
H -0.3151 -2.6369 -0.7028 0.11
```

As for the spin multiplicity: 1. For the HOMO-LUMO gap, the calculation gives 9.49 eV. The charge is 0. The calculation puts the LUMO energy at 0.3 eV. Its HOMO energy is -9.175 eV.

3.
Molecular formula: C16H12N4O2S
Method: DFT, ωB97M-V/def2-TZVPD

XYZ file:
```
35
Properties=species:S:1:pos:R:3:nbo_charge:R:1
C 3.7916 -3.6761 2.3063 -0.65
C 3.0705 -3.3645 1.0367 0.13
C 3.1177 -4.1834 -0.0428 -0.34
C 2.4423 -3.8864 -1.2785 0.62
O 2.4451 -4.5421 -2.2962 -0.59
N 1.6993 -2.6933 -1.2359 -0.57
C 1.6223 -1.8553 -0.1844 0.18
S 0.6262 -0.4283 -0.4773 0.27
C -0.1890 -0.1081 1.1345 -0.61
C -1.5610 0.4988 0.8626 0.68
O -2.5804 -0.0469 1.2042 -0.57
N -1.4746 1.6914 0.2123 -0.63
C -2.5105 2.5193 -0.2220 0.28
C -3.8540 2.2512 0.0127 -0.26
C -4.8245 3.1229 -0.4487 -0.16
C -4.4812 4.2714 -1.1469 -0.23
C -3.1518 4.5539 -1.3888 -0.12
C -2.1626 3.6848 -0.9309 -0.25
C -0.8030 3.9726 -1.1793 0.26
N 0.3103 4.1805 -1.3655 -0.30
C 2.3157 -2.1422 0.9703 -0.35
C 2.3639 -1.2585 2.0621 0.29
N 2.4395 -0.5414 2.9556 -0.33
H 4.5122 -2.8904 2.5321 0.24
H 4.3140 -4.6252 2.2298 0.23
H 3.0906 -3.7209 3.1395 0.24
H 3.6790 -5.1038 -0.0180 0.24
H 1.1941 -2.4616 -2.0846 0.43
H 0.4285 0.5684 1.7262 0.26
H -0.3146 -1.0558 1.6543 0.26
H -0.5469 2.0228 -0.0288 0.42
H -4.1293 1.3618 0.5538 0.26
H -5.8633 2.9004 -0.2586 0.22
H -5.2476 4.9432 -1.5007 0.22
H -2.8612 5.4418 -1.9302 0.23
```

As for the spin multiplicity: 1. For the HOMO-LUMO gap, the calculation gives 8.73 eV. The charge is 0. The calculation puts the LUMO energy at -0.2 eV. Its HOMO energy is -8.915 eV.